The following is a DFT calculation (the ωB97M-V functional and the def2-TZVPD basis) of one molecule with the formula C5H4 in a non-equilibrium geometry.

Computed properties:
Total energy   -192.78932 Eh
Energy relative to the best compared isomer or geometry (same formula, charge and spin)   3.0 kcal per mole
Spin multiplicity   1
HOMO-LUMO gap   10.14 eV

Atoms and positions in Å:
C1 -2.33 -0.64 1.95
C2 -1.38 -0.49 1.24
C3 -0.28 -0.32 0.44
C4 0.66 -0.11 -0.29
C5 1.50 0.47 -1.30
H1 -3.16 -0.79 2.58
H2 0.97 1.37 -1.64
H3 1.58 -0.24 -2.12
H4 2.45 0.75 -0.86